(1)
72
Properties=species:S:1:pos:R:3 method="wB97M-V/def2-TZVPD" e_tot_ev=-59723.9640 max_force_ha_per_bohr=0.0152 de_lowest_ev=0.218 total_charge=+2
W -0.036 -0.745 0.683
O 1.143 2.627 2.803
C 0.509 1.708 2.389
O 1.040 0.620 1.797
C -0.961 1.525 2.597
C -1.851 2.344 3.262
C -3.175 1.919 3.357
C -3.565 0.682 2.841
C -2.597 -0.081 2.226
N -1.360 0.376 2.088
C -2.666 -1.488 1.736
O -3.643 -2.127 1.530
O -1.387 -1.961 1.589
H -1.508 3.274 3.695
H -3.902 2.539 3.865
H -4.573 0.304 2.942
N 0.978 -1.793 2.349
C 2.347 -2.313 2.405
C 2.587 -3.281 3.369
C 3.858 -3.807 3.518
C 4.875 -3.358 2.686
C 4.611 -2.404 1.719
C 3.341 -1.838 1.558
C 3.099 -0.933 0.398
C 4.174 -0.286 -0.200
C 4.054 0.336 -1.437
C 2.859 0.269 -2.131
C 1.757 -0.317 -1.527
C 1.846 -0.852 -0.234
H 0.332 -2.522 2.651
H 0.926 -1.050 3.045
H 1.781 -3.614 4.014
H 4.047 -4.559 4.271
H 5.873 -3.766 2.775
H 5.405 -2.116 1.046
H 5.131 -0.269 0.304
H 4.910 0.838 -1.869
H 2.768 0.679 -3.129
H 0.823 -0.333 -2.075
O -2.865 -1.906 -1.918
C -1.852 -1.973 -1.319
O -1.288 -0.846 -0.721
C -0.964 -3.129 -1.095
C -1.165 -4.339 -1.712
C -0.251 -5.357 -1.461
C 0.815 -5.097 -0.622
C 0.945 -3.841 -0.042
N 0.055 -2.877 -0.264
H -2.016 -4.462 -2.369
H -0.367 -6.327 -1.926
H 1.560 -5.850 -0.410
H 1.784 -3.614 0.595
N -5.105 6.492 -5.628
C -4.417 5.889 -4.935
C -3.551 5.128 -4.068
C -2.399 5.708 -3.550
C -1.568 4.977 -2.718
C -1.895 3.667 -2.412
C -3.041 3.077 -2.923
C -3.870 3.811 -3.752
N -1.021 2.906 -1.545
C 0.247 3.273 -1.126
C 0.701 2.280 -0.335
N -0.280 1.301 -0.254
C -1.291 1.713 -1.013
H -2.155 6.732 -3.794
H -0.687 5.452 -2.314
H -3.303 2.051 -2.708
H -4.764 3.361 -4.159
H 0.724 4.187 -1.426
H 1.647 2.197 0.169
H -2.215 1.188 -1.154

---

(2)
83
Properties=species:S:1:pos:R:3 method="wB97M-V/def2-TZVPD" e_tot_ev=-173344.3486 max_force_ha_per_bohr=0.0137 total_charge=-1
K 0.037 -0.680 -0.362
C -3.848 -0.467 -2.105
C -3.162 -1.250 -1.022
C -2.328 -2.324 -1.342
C -1.706 -3.085 -0.357
C -0.783 -4.219 -0.710
C -1.916 -2.744 0.981
C -2.739 -1.682 1.328
C -2.963 -1.324 2.772
C -3.356 -0.945 0.317
H -3.293 -0.525 -3.041
H -3.920 0.588 -1.842
H -4.856 -0.853 -2.278
H -2.153 -2.568 -2.385
H -1.083 -5.132 -0.191
H 0.247 -4.006 -0.403
H -0.804 -4.416 -1.782
H -1.405 -3.309 1.751
H -2.752 -0.266 2.951
H -2.323 -1.916 3.426
H -4.001 -1.498 3.065
H -3.994 -0.108 0.583
C 2.678 3.527 2.716
C 3.059 2.232 3.459
S 2.173 0.740 3.004
C 0.718 0.733 4.047
C -0.276 1.871 3.821
S -0.861 2.009 2.110
C -0.339 3.679 1.633
C 0.748 3.826 0.578
S 2.451 3.304 0.934
H 3.479 4.255 2.858
H 1.781 3.967 3.145
H 2.988 2.408 4.537
H 4.107 2.007 3.250
H 0.987 0.694 5.107
H 0.246 -0.222 3.800
H 0.154 2.826 4.124
H -1.151 1.711 4.456
H -0.110 4.233 2.544
H -1.223 4.158 1.210
H 0.748 4.877 0.276
H 0.461 3.239 -0.298
Br -3.097 4.905 -4.643
C -2.297 3.574 -3.547
C -1.506 2.593 -4.113
C -0.920 1.636 -3.279
C -1.068 1.582 -1.879
C -1.901 2.610 -1.394
C -2.512 3.586 -2.178
H -1.351 2.575 -5.186
H -0.325 0.878 -3.791
H -2.144 2.649 -0.332
H -3.148 4.347 -1.739
Cl 7.522 0.722 1.014
C 5.999 -0.151 0.985
C 5.912 -1.375 1.623
C 4.707 -2.062 1.586
C 3.589 -1.530 0.952
C 3.710 -0.296 0.320
C 4.914 0.395 0.325
C 2.286 -2.330 0.945
O 2.359 -3.466 0.442
O 1.269 -1.756 1.414
H 6.775 -1.783 2.131
H 4.626 -3.031 2.062
H 2.875 0.170 -0.192
H 5.003 1.354 -0.169
C 3.805 2.298 -3.390
C 3.315 0.908 -3.166
C 3.863 -0.329 -3.441
C 2.920 -1.273 -2.977
N 1.878 -0.652 -2.454
N 2.127 0.662 -2.583
C 3.006 -2.763 -2.963
H 4.743 2.279 -3.943
H 3.982 2.816 -2.445
H 3.085 2.884 -3.963
H 4.817 -0.522 -3.903
H 1.399 1.305 -2.282
H 3.855 -3.099 -3.559
H 2.101 -3.205 -3.383
H 3.116 -3.142 -1.945

---

(3)
132
Properties=species:S:1:pos:R:3 method="wB97M-V/def2-TZVPD" e_tot_ev=-129755.2832 max_force_ha_per_bohr=0.1489 total_charge=+1
C -2.446 -3.511 1.390
C -2.721 -2.027 1.085
C -4.097 -1.778 0.450
F -4.606 -0.585 0.807
N -3.992 -1.910 -1.024
C -3.861 -0.918 -1.993
I -3.779 1.130 -1.675
C -3.773 -1.538 -3.205
O -3.650 -1.075 -4.447
N -2.635 0.064 -4.599
O -1.595 -0.294 -4.319
N -3.831 -2.895 -2.952
C -3.740 -4.018 -3.899
C -2.340 -4.642 -3.764
O -2.161 -5.761 -3.461
O -1.326 -3.784 -3.992
C -3.985 -3.092 -1.639
O -4.096 -4.318 -1.151
H -1.660 -3.592 2.134
H -3.351 -4.056 1.652
H -2.042 -3.969 0.487
H -1.960 -1.680 0.383
H -2.608 -1.437 1.993
H -4.744 -2.588 0.794
H -4.519 -4.735 -3.671
H -3.892 -3.630 -4.905
H -1.641 -3.036 -4.516
H -4.974 -4.443 -0.756
O 3.873 -3.910 -8.600
P 3.709 -2.758 -7.686
O 5.202 -2.285 -7.277
C 6.037 -1.664 -8.263
C 5.548 -0.278 -8.643
O 3.258 -3.531 -6.311
C 2.825 -4.892 -6.319
C 3.967 -5.823 -5.972
O 2.982 -1.383 -7.216
C 1.707 -1.378 -6.556
C 1.877 -1.221 -5.062
H 6.106 -2.307 -9.144
H 7.030 -1.594 -7.823
H 4.586 -0.328 -9.159
H 6.263 0.210 -9.305
H 5.406 0.338 -7.755
H 2.372 -5.153 -7.274
H 2.038 -4.977 -5.564
H 4.846 -5.626 -6.584
H 3.670 -6.864 -6.102
H 4.264 -5.681 -4.931
H 1.138 -2.274 -6.808
H 1.152 -0.519 -6.938
H 2.466 -2.021 -4.623
H 0.901 -1.204 -4.572
H 2.399 -0.289 -4.836
O -0.995 -1.445 5.437
P -1.557 -0.198 6.037
O -0.202 0.512 6.624
C 0.741 1.096 5.724
C 0.207 2.353 5.061
O -2.145 -0.842 7.424
C -2.416 -2.238 7.564
C -1.253 -2.947 8.223
O -2.406 1.173 6.251
C -3.767 1.182 6.744
C -3.792 1.516 8.216
H 1.040 0.358 4.974
H 1.620 1.342 6.319
H -0.629 2.122 4.395
H 0.987 2.836 4.471
H -0.161 3.056 5.808
H -2.669 -2.686 6.604
H -3.306 -2.325 8.193
H -0.309 -2.719 7.729
H -1.405 -4.027 8.216
H -1.157 -2.625 9.261
H -4.264 0.235 6.534
H -4.298 1.958 6.191
H -3.234 0.800 8.812
H -4.822 1.536 8.576
H -3.340 2.493 8.392
O 0.962 2.860 -9.319
P -0.503 2.882 -9.106
O -1.076 1.553 -9.854
C -0.781 0.268 -9.318
C -1.503 0.012 -8.006
O -0.954 4.030 -10.173
C -0.009 4.930 -10.763
C 0.433 4.432 -12.121
O -1.823 3.114 -8.195
C -2.355 4.433 -7.927
C -3.526 4.727 -8.834
H 0.301 0.158 -9.195
H -1.107 -0.460 -10.060
H -1.133 0.679 -7.221
H -1.349 -1.019 -7.675
H -2.573 0.196 -8.111
H 0.839 5.097 -10.101
H -0.516 5.892 -10.869
H 0.764 3.396 -12.082
H 1.243 5.049 -12.513
H -0.399 4.476 -12.826
H -1.576 5.190 -8.012
H -2.695 4.430 -6.891
H -3.253 4.693 -9.884
H -3.928 5.717 -8.614
H -4.315 3.987 -8.689
O 1.295 3.908 11.543
P 2.012 2.701 11.071
O 1.425 1.463 11.942
C 0.080 1.029 11.722
C -0.093 0.355 10.373
O 3.462 2.907 11.799
C 3.854 4.159 12.362
C 3.572 4.194 13.849
O 2.655 1.775 9.908
C 3.931 2.071 9.300
C 5.018 1.212 9.903
H -0.602 1.878 11.822
H -0.149 0.322 12.518
H 0.055 1.067 9.557
H -1.096 -0.063 10.279
H 0.639 -0.441 10.242
H 3.375 4.989 11.844
H 4.929 4.261 12.188
H 2.546 3.902 14.070
H 3.753 5.190 14.254
H 4.224 3.492 14.371
H 4.163 3.132 9.378
H 3.836 1.834 8.239
H 5.121 1.371 10.973
H 5.974 1.432 9.427
H 4.789 0.155 9.762

---

| no. | E_LUMO (Eh) | gap between HOMO and LUMO (eV) |
| --- | --- | --- |
| 1 | -0.303 | 5.8 |
| 2 | 0.076 | 6.5 |
| 3 | -0.171 | 6.6 |